No. 1
18
Properties=species:S:1:pos:R:3:forces:R:3:mulliken_charge:R:1 method="wB97M-V/def2-TZVPD" homo_energy_ev=-14.03 charge=+1 e_lumo_ha=-0.1339 smiles="C=C(Cl)[C@@H]([NH3+])CC" orbital_gap_ha=0.3818
C 1.6319 -1.7901 0.8412 -1.172 -1.121 -1.211 -0.68
C 1.5465 -0.5852 0.3037 -1.066 2.644 0.631 0.29
Cl 2.9513 0.3398 -0.2862 -0.577 -0.768 0.188 -0.23
C 0.1595 0.3798 0.3759 2.429 -2.014 -1.437 0.07
N 0.5677 1.8665 0.4548 -2.353 0.978 2.810 -0.33
C -0.7833 0.0573 -0.8260 -0.267 -0.002 -1.540 -0.61
C -2.2047 -0.5750 -0.6720 1.821 -0.238 0.887 -1.31
H 2.5001 -2.4369 0.7159 0.079 0.512 0.259 0.32
H 0.7012 -2.3737 1.0745 0.851 0.983 0.223 0.25
H -0.2116 0.0889 1.2972 -1.113 -0.169 1.820 0.42
H 1.4955 1.9880 0.2035 2.681 -0.071 -1.947 0.24
H 0.6826 2.4157 1.4070 -1.187 -1.998 -1.495 0.40
H -0.0671 2.4458 -0.1083 0.364 -0.183 -0.054 0.36
H -0.3030 -0.6741 -1.5012 0.498 0.872 0.246 0.32
H -0.9186 1.0220 -1.3562 0.140 -0.591 -0.221 0.38
H -2.8329 0.1645 -0.3329 -1.619 1.436 1.757 0.38
H -2.1606 -1.4611 -0.0549 -0.178 -0.011 0.519 0.33
H -2.7544 -0.8723 -1.5358 0.669 -0.260 -1.435 0.40



No. 2
80
Properties=species:S:1:pos:R:3:forces:R:3:mulliken_charge:R:1 method="wB97M-V/def2-TZVPD" homo_energy_ev=-10.01 e_lumo_ha=-0.0015 smiles=BrCCBr.BrCCBr.BrCCBr.BrCCBr.BrCCBr.BrCCBr.BrCCBr.BrCCBr.BrCCBr.BrCCBr orbital_gap_ha=0.3663
Br 33.7087 20.8465 -38.4365 -0.200 0.337 -0.404 -0.14
C 32.5080 22.2374 -37.8784 -1.651 0.715 2.273 -0.46
C 31.2165 21.6357 -37.3040 -0.088 -0.416 -0.590 -0.71
Br 30.1830 22.9081 -36.1782 0.642 -0.436 -0.502 -0.15
H 32.1414 23.0160 -38.5473 1.018 -0.266 -0.681 0.38
H 32.9136 22.7062 -36.9818 0.760 0.202 -0.484 0.32
H 31.4554 20.7596 -36.7011 -0.360 0.173 0.039 0.42
H 30.5550 21.4008 -38.1380 -0.127 -0.298 0.357 0.34
Br 22.9764 28.5702 -42.5133 -0.342 0.226 1.168 -0.13
C 21.9240 29.3646 -40.9647 0.193 0.481 -1.682 -0.66
C 20.9515 28.4012 -40.3880 0.622 -1.171 0.584 -0.52
Br 22.0535 27.2471 -39.2046 -0.472 -0.104 0.021 -0.13
H 21.4433 30.1516 -41.5457 -0.143 0.149 0.504 0.34
H 22.5954 29.7561 -40.2004 0.091 -0.013 -0.425 0.42
H 20.5109 27.7027 -41.0994 -0.051 0.354 0.027 0.36
H 20.2022 28.8555 -39.7398 0.127 0.088 -0.165 0.33
Br 25.3262 25.4348 -32.5232 -0.184 0.977 -0.875 -0.15
C 25.0296 26.5608 -34.1515 -1.177 -1.273 -0.289 -0.64
C 26.0824 27.5113 -34.5140 0.698 1.069 1.310 -0.56
Br 25.9790 29.0948 -33.3040 0.096 -0.262 -0.298 -0.15
H 24.0716 27.0807 -34.1509 -0.071 -0.247 0.735 0.42
H 24.9352 25.8342 -34.9586 0.180 -0.232 0.105 0.36
H 25.8744 27.9178 -35.5037 0.495 -0.193 0.029 0.37
H 27.0727 27.1122 -34.2950 -0.013 0.170 -0.719 0.35
Br 21.6519 24.4647 -25.8611 1.527 -0.095 -0.210 -0.18
C 23.6539 24.3906 -26.1861 0.180 -0.171 0.485 -0.64
C 24.3321 25.6435 -25.5673 -1.102 -0.393 -1.030 -0.59
Br 26.3070 25.4727 -25.7660 -1.257 0.242 0.264 -0.17
H 23.8166 24.1934 -27.2457 -0.300 1.009 -0.165 0.39
H 24.0804 23.4658 -25.7976 -0.522 0.085 0.832 0.39
H 23.9733 25.8545 -24.5599 0.763 -0.723 0.343 0.41
H 23.9363 26.5227 -26.0757 0.714 0.049 -0.531 0.38
Br 29.4867 31.2332 -27.4130 -0.441 -0.166 -0.302 -0.16
C 29.1873 32.7024 -28.6627 1.588 0.878 0.065 -0.55
C 30.5692 32.8831 -29.3921 -1.235 0.391 0.040 -0.56
Br 30.4821 34.4102 -30.6264 -0.150 -0.144 0.064 -0.16
H 28.9622 33.5380 -27.9999 0.331 0.093 -0.171 0.34
H 28.3214 32.6382 -29.3216 0.303 -0.798 -0.056 0.40
H 30.8243 32.0222 -30.0102 -0.071 0.088 0.237 0.32
H 31.3860 33.1589 -28.7252 -0.323 -0.356 0.110 0.37
Br 32.4495 26.8210 -32.4091 -0.111 0.539 -0.248 -0.11
C 31.4426 26.8054 -30.7591 0.252 -1.067 0.526 -0.50
C 30.4057 25.7078 -30.8187 -0.393 -1.054 0.145 -0.56
Br 31.3013 23.9315 -30.5256 -0.512 0.735 -0.181 -0.13
H 31.0299 27.7544 -30.4167 0.091 0.120 -0.632 0.33
H 32.2124 26.4804 -30.0592 -0.250 0.325 0.229 0.34
H 29.8455 25.5893 -31.7462 0.479 0.218 -0.171 0.30
H 29.6268 25.7573 -30.0579 0.406 0.190 0.329 0.34
Br 21.7577 32.8448 -36.2793 0.561 1.753 0.406 -0.12
C 22.5961 34.6335 -35.8410 1.306 0.266 0.403 -0.52
C 24.1101 34.6100 -35.7325 1.416 -1.812 -0.297 -0.67
Br 24.8198 33.7784 -37.4162 0.110 0.624 0.527 -0.13
H 22.2257 34.9923 -34.8807 -0.475 -0.285 -0.168 0.36
H 22.5387 35.4296 -36.5833 -1.445 -0.551 -0.424 0.37
H 24.6056 34.0119 -34.9678 -0.720 -0.471 0.081 0.34
H 24.6422 35.5519 -35.5991 -0.751 0.447 -0.541 0.37
Br 18.7464 25.4942 -31.8258 -0.125 -0.309 -0.909 -0.12
C 18.6209 25.0439 -33.7566 -0.415 0.546 -0.132 -0.61
C 17.2337 25.4104 -34.3809 1.039 0.029 0.799 -0.57
Br 16.9075 27.3602 -34.4302 0.262 -0.685 -0.110 -0.13
H 18.8823 23.9944 -33.8916 -0.584 -0.152 0.356 0.37
H 19.4623 25.5471 -34.2330 -0.350 0.456 0.044 0.35
H 16.4044 25.0274 -33.7863 0.237 -0.106 -0.109 0.35
H 17.1924 25.0209 -35.3981 -0.052 0.222 0.054 0.36
Br 23.6253 20.9125 -38.1429 0.325 -1.240 -0.503 -0.13
C 24.0033 19.2262 -39.2055 -1.705 0.652 0.062 -0.65
C 25.1632 19.4152 -40.1170 0.530 -0.116 -0.423 -0.58
Br 24.8812 20.7184 -41.6169 0.169 -0.601 1.141 -0.12
H 23.0617 19.0260 -39.7167 0.097 0.427 -0.297 0.36
H 24.0620 18.3583 -38.5486 0.723 0.396 0.391 0.38
H 25.4060 18.5002 -40.6573 -0.227 -0.061 0.111 0.37
H 26.0322 19.6528 -39.5035 0.088 0.549 -0.476 0.36
Br 28.9512 28.4987 -43.9305 -0.118 -0.326 0.806 -0.17
C 28.7517 28.3329 -41.9669 0.367 -0.104 0.343 -0.55
C 28.8150 29.7645 -41.3926 -0.796 -0.553 -0.176 -0.65
Br 29.2394 29.7352 -39.4293 -0.336 0.125 -1.368 -0.18
H 29.4472 27.6107 -41.5394 1.003 0.633 -0.486 0.39
H 27.8615 27.7491 -41.7326 -0.706 0.878 -0.395 0.37
H 27.8438 30.2196 -41.5867 -0.266 -0.104 0.789 0.38
H 29.4410 30.4602 -41.9514 0.828 -0.555 0.493 0.42



No. 3
9
Properties=species:S:1:pos:R:3:forces:R:3:mulliken_charge:R:1 method="wB97M-V/def2-TZVPD" homo_energy_ev="-2.25 / -2.25" charge=-1 e_lumo_ha="0.1733 / 0.1733" orbital_gap_ha="0.2559 / 0.2559"
C -0.9105 0.7220 -0.0162 0.962 -0.248 0.244 0.00
C -1.4080 -0.5300 0.0036 -0.885 -0.780 -0.107 -0.79
N 0.3774 1.0961 -0.0287 -0.168 2.107 0.106 -0.77
N 2.3879 0.0765 0.3216 0.863 -1.445 -0.750 0.11
O 3.1586 -0.8376 -0.0394 -2.113 1.970 0.582 -0.43
O 1.1906 -0.0027 -0.2765 1.336 -1.641 -0.068 0.08
H -1.5617 1.5902 0.0264 -0.023 0.019 0.020 0.34
H -0.7631 -1.3910 -0.0107 0.138 -0.119 0.001 0.22
H -2.4712 -0.7233 0.0199 -0.111 0.136 -0.029 0.23



| no. | E (eV) |
| --- | --- |
| 1 | -19367.2202 |
| 2 | -1422236.4090 |
| 3 | -9193.6638 |